[1]
DFT (wB97M-V/def2-TZVPD) results for C20H31N3O as an isolated structure at a distorted geometry.

Cartesian coordinates (Å):
C  4.55643  4.02053  -0.13084
C  5.86521  3.08918  -0.35819
C  5.50240  1.77926  -0.84442
C  4.59298  0.86984  0.18761
C  4.30726  -0.70994  -0.39328
C  3.41154  -1.40273  0.83649
C  3.11724  -2.88613  0.50654
C  2.39731  -2.78563  -1.06801
O  2.81598  -3.08921  -2.12355
N  1.14031  -2.50871  -0.84486
N  0.47242  -1.94544  0.36205
C  -0.79577  -1.72522  0.35974
C  -1.14711  -1.62831  1.71585
H  -1.93703  -2.04301  2.18689
H  -0.35578  -1.51705  2.41068
C  -1.81181  -0.04340  1.89870
N  -2.73741  -0.01043  0.83080
C  -2.33178  -0.27153  -0.45067
H  -1.39267  0.58843  -0.86750
C  -1.76508  -1.61284  -0.48694
H  -2.59601  -2.37148  -0.51477
H  -1.46768  -1.74626  -1.45284
H  -3.11645  0.01249  -1.19218
C  -4.11837  -0.38534  1.30324
C  -5.14419  0.24789  -0.02010
C  -5.17199  1.46541  -0.02295
C  -6.23830  1.74642  -0.84288
C  -7.10771  1.22261  -1.47246
C  -7.11846  -0.33551  -1.09914
C  -6.00561  -0.82714  -0.31453
H  -5.95013  -1.74194  -0.26271
H  -7.76452  -1.00863  -1.80298
H  -7.89129  1.48218  -2.06548
H  -6.34966  2.86621  -1.04058
H  -4.58194  2.04576  0.45775
H  -4.23934  0.07320  2.19418
H  -4.02168  -1.53141  0.93341
H  -0.93044  0.69933  1.79110
H  -2.15831  0.31256  2.76673
H  0.44561  -2.35330  -1.60584
H  2.71821  -3.35223  1.27390
H  4.01437  -3.20075  0.41088
H  3.90700  -1.37866  1.76545
H  2.45961  -0.96144  0.98103
H  5.13116  -0.97647  -0.47730
H  3.90827  -0.58566  -1.20784
H  5.16405  0.77990  1.20490
H  3.71076  1.24753  0.42645
H  6.29076  1.23225  -1.13671
H  4.64309  1.81791  -1.69801
H  6.42974  3.58133  -1.12874
H  6.25853  3.08164  0.55146
H  4.13614  4.12143  -1.24837
H  3.90524  3.59163  0.66853
H  4.94488  4.96088  0.15030

Values from the calculation:
Multiplicity ... 1
Energy relative to the best compared isomer or geometry (same formula, charge and spin) ... 19.885 eV
F_max ... 0.3395 hartree/bohr
LUMO ... 0.4 eV



[2]
DFT (wB97M-V/def2-TZVPD) results for C21H42MnO21 as an isolated structure at a distorted geometry.

Cartesian coordinates (Å):
Mn  -14.08469  20.92626  2.36323
C  -11.16285  25.15174  2.67582
O  -11.75010  23.87505  2.82762
C  -11.75154  22.97024  1.88897
O  -12.22291  21.87437  2.04031
O  -11.08407  23.39683  0.81729
C  -11.23468  22.69134  -0.40008
H  -10.07581  25.03937  2.63355
H  -11.36793  25.76214  3.55216
H  -11.38479  25.78393  1.81452
H  -12.28480  22.59497  -0.67999
H  -10.88959  21.65479  -0.36360
H  -10.63405  23.19393  -1.15187
C  -14.17512  25.19473  5.82246
O  -14.14185  23.99158  5.07314
C  -14.82781  23.83473  3.96058
O  -14.70201  22.88437  3.23897
O  -15.64737  24.85314  3.74130
C  -16.65725  24.69242  2.74971
H  -13.79563  26.05771  5.27761
H  -13.53508  25.05708  6.69255
H  -15.16980  25.39454  6.22111
H  -17.12553  23.71025  2.72284
H  -16.21024  24.83755  1.76204
H  -17.36370  25.50357  2.89351
C  -11.23045  21.26158  6.02140
O  -12.56967  21.07271  6.46034
C  -13.53829  20.91751  5.60351
O  -13.44038  20.91537  4.40788
O  -14.69814  20.74287  6.19634
C  -14.86316  20.54001  7.60495
H  -11.10084  22.27594  5.64836
H  -10.95998  20.57611  5.21484
H  -10.53058  21.04974  6.82352
H  -14.35352  19.60888  7.84981
H  -15.91906  20.50475  7.85460
H  -14.44260  21.41012  8.11251
C  -14.28926  24.76316  -0.61352
O  -14.66687  23.56384  -1.23872
C  -15.02706  22.52208  -0.49922
O  -14.62623  22.29529  0.61294
O  -15.74837  21.64223  -1.13918
C  -16.62045  22.07726  -2.21868
H  -14.84916  25.62816  -0.96217
H  -13.22616  24.99370  -0.74429
H  -14.35375  24.66288  0.47654
H  -17.42142  22.66764  -1.77671
H  -17.03978  21.16963  -2.63471
H  -16.07650  22.67475  -2.94252
C  -19.42213  20.24743  0.95428
O  -18.00543  20.27121  1.14003
C  -17.45711  20.52752  2.30393
O  -16.27713  20.72194  2.41017
O  -18.32028  20.53570  3.30009
C  -17.77038  20.73164  4.59684
H  -19.75317  21.20378  0.55557
H  -19.93779  20.02661  1.88639
H  -19.72545  19.45451  0.27447
H  -17.00631  19.98691  4.83512
H  -18.52126  20.63443  5.37342
H  -17.24492  21.68450  4.65777
C  -16.75880  16.26816  4.28734
O  -16.12614  17.26122  3.50206
C  -14.95244  17.79809  3.89246
O  -14.56616  18.79889  3.34694
O  -14.38204  17.10061  4.83040
C  -13.02865  17.38458  5.21215
H  -16.09835  15.40525  4.42868
H  -17.63540  15.84058  3.81032
H  -16.99532  16.60299  5.29796
H  -12.89820  17.28279  6.28990
H  -12.71858  18.38878  4.94131
H  -12.44902  16.56138  4.79454
C  -11.01759  18.73345  -1.42076
O  -11.90866  19.55896  -0.64206
C  -12.77288  18.98474  0.15807
O  -13.55516  19.59824  0.84759
O  -12.85535  17.69740  -0.06047
C  -13.47512  16.81073  0.86827
H  -11.60445  18.10622  -2.08725
H  -10.47753  18.04249  -0.77359
H  -10.30883  19.36687  -1.93877
H  -13.18703  15.78942  0.64406
H  -14.55585  16.89336  0.74054
H  -13.26759  17.02394  1.91500

Values from the calculation:
Multiplicity ... 6
Expectation value of S² ... 8.75
Energy relative to the best compared isomer or geometry (same formula, charge and spin) ... 0.265 eV
F_max ... 0.0431 hartree/bohr
Charge ... +2
LUMO (spin up / spin down) ... -3.8 / -3.8 eV



[3]
DFT (wB97M-V/def2-TZVPD) results for a 5-piece molecular cluster, H10O5 overall at a distorted geometry.

Cartesian coordinates (Å):
O  2.23765  -0.76408  1.16434
H  2.70489  -0.19768  0.57482
H  2.58777  -1.57529  0.81346
O  -0.09038  0.61573  0.44695
H  0.59422  0.45732  1.07145
H  -0.12610  1.51925  0.18333
O  -0.89775  2.69614  -2.11466
H  -1.58727  2.05511  -2.36037
H  -0.10636  2.17725  -2.02547
O  -2.12581  -0.46776  -0.99352
H  -1.31897  -0.16236  -0.57741
H  -2.65690  0.26387  -1.13897
O  0.07900  -2.22726  1.98276
H  -0.15505  -2.70839  1.18934
H  0.86106  -1.68187  1.78394

Values from the calculation:
Multiplicity ... 1
Energy relative to the best compared isomer or geometry (same formula, charge and spin) ... 1.419 eV
F_max ... 0.0522 hartree/bohr
LUMO ... 0.0 eV



[4]
DFT (wB97M-V/def2-TZVPD) results for a 2-piece molecular cluster, C4H11NO2 overall at a distorted geometry.

Cartesian coordinates (Å):
C  -0.69249  0.54624  -1.28771
C  -0.00085  -0.17169  -2.46570
C  0.15945  1.36461  -0.35977
N  -0.36354  1.55381  0.88278
C  0.44593  2.07923  1.96283
O  1.16797  1.93357  -0.73803
H  -1.17050  -0.22278  -0.71539
H  -1.49811  1.21289  -1.61095
H  -0.56890  -1.07452  -2.66667
H  0.13364  0.43092  -3.34970
H  0.97882  -0.40281  -2.04621
H  -1.23026  1.11706  1.13034
H  1.09135  1.30183  2.38271
H  -0.20433  2.44729  2.76054
H  1.03319  2.92992  1.63453
H  0.78922  -5.57258  1.63494
H  -0.11957  -4.33238  1.67074
O  0.04899  -5.14062  1.18075

Values from the calculation:
Multiplicity ... 1
Energy relative to the best compared isomer or geometry (same formula, charge and spin) ... 0.589 eV
F_max ... 0.0306 hartree/bohr
LUMO ... 0.5 eV



[5]
DFT (wB97M-V/def2-TZVPD) results for an isolated ion of composition C5H12N2 and charge +1 at a distorted geometry.

Cartesian coordinates (Å):
C  -0.89709  0.19086  -1.45740
C  -0.96100  -0.70951  -0.23793
C  0.37956  -0.65671  0.53926
C  0.92443  0.72689  0.79476
C  2.25584  1.02701  0.51255
N  0.28057  1.41699  1.78895
N  -1.34194  -2.08363  -0.55965
H  0.07410  0.19819  -1.95316
H  -1.72187  -0.05219  -2.12594
H  -1.07648  1.26027  -1.23766
H  -1.66700  -0.43579  0.55185
H  0.27448  -1.18328  1.48544
H  1.13375  -1.23268  0.00517
H  2.53914  2.06958  0.42210
H  2.93391  0.18884  0.41167
H  0.52415  2.41675  1.75294
H  -0.73524  1.39690  1.63516
H  -0.70087  -2.45953  -1.25881
H  -2.21843  -2.07895  -1.06928

Values from the calculation:
Multiplicity ... 2
Expectation value of S² ... 0.76
Energy relative to the best compared isomer or geometry (same formula, charge and spin) ... 1.796 eV
F_max ... 0.0789 hartree/bohr
Charge ... +1
LUMO (spin up / spin down) ... -4.7 / -7.5 eV



[6]
DFT (wB97M-V/def2-TZVPD) results for C29H35N7P2Tc as an isolated structure at a distorted geometry.

Cartesian coordinates (Å):
Tc  0.75898  2.36832  -4.65671
C  -1.05604  2.34553  -5.44890
C  -0.35930  1.09131  -5.68288
C  0.29795  0.82064  -7.02712
C  1.54982  1.67238  -7.33509
C  1.99987  2.61565  -6.22469
C  1.28374  3.82708  -5.90372
C  0.08510  4.27357  -6.72678
C  -1.18274  3.40484  -6.52829
C  0.12068  3.01857  -2.79675
H  -1.91670  2.28529  -4.78514
H  -0.76542  0.21238  -5.17513
H  -0.42886  0.91313  -7.84473
H  0.59880  -0.23833  -7.04896
H  2.38224  0.97749  -7.52331
H  1.42791  2.19255  -8.29861
H  3.08541  2.62254  -6.05309
H  1.90215  4.67044  -5.57083
H  0.32842  4.34334  -7.79449
H  -0.15754  5.31223  -6.44722
H  -1.99992  4.08751  -6.25243
H  -1.49985  2.96632  -7.48774
H  -0.93153  3.32546  -2.72957
H  0.75695  3.83711  -2.42781
H  0.26329  2.17234  -2.09498
P  1.54378  -1.16636  -2.41195
P  -1.79071  -1.44591  -2.65957
N  2.96781  -0.77081  -3.36418
N  2.35220  -1.92898  -1.11530
N  -3.16314  -0.08121  -2.66168
N  -2.98855  -2.48453  -1.86834
C  0.80443  -2.49469  -3.41503
C  -0.59778  -2.88744  -2.89355
C  3.73340  0.38815  -3.18463
C  4.96808  0.20636  -3.78564
C  4.98866  -1.12020  -4.32123
C  3.75975  -1.70093  -4.05129
C  3.10533  -1.15186  -0.20775
C  3.86962  -2.01343  0.55214
C  3.60761  -3.34498  0.10555
C  2.68490  -3.27156  -0.92360
C  -3.06373  1.17241  -2.07965
C  -4.23556  1.87451  -2.31810
C  -5.08768  1.03056  -3.09440
C  -4.39836  -0.16311  -3.28945
C  -3.75508  -3.39762  -2.60020
C  -4.76626  -3.88186  -1.79223
C  -4.64555  -3.23839  -0.51972
C  -3.55322  -2.37902  -0.59193
H  1.46763  -3.37080  -3.43495
H  0.75016  -2.10430  -4.44597
H  -1.08043  -3.55556  -3.61708
H  -0.54951  -3.42357  -1.93494
H  3.30955  1.23677  -2.66458
H  5.77159  0.92626  -3.82738
H  5.81417  -1.60376  -4.83295
H  3.35852  -2.66755  -4.28924
H  2.99757  -0.08249  -0.18404
H  4.55704  -1.71566  1.33146
H  4.05192  -4.24568  0.50136
H  2.21381  -4.03482  -1.51959
H  -2.21061  1.45038  -1.49300
H  -4.42304  2.89018  -1.97170
H  -6.07406  1.27036  -3.47053
H  -4.70391  -1.07080  -3.79547
H  -3.47655  -3.64049  -3.61824
H  -5.51378  -4.61067  -2.08280
H  -5.28600  -3.37983  0.33850
H  -3.11442  -1.73829  0.16408
N  -1.19992  -0.83785  -1.18237
C  -1.08606  -0.26681  -0.13641
N  -1.20434  0.51001  0.84040
C  -0.36084  0.71365  1.84168
N  0.32928  0.96997  2.75360

Values from the calculation:
Multiplicity ... 4
Expectation value of S² ... 3.86
Energy relative to the best compared isomer or geometry (same formula, charge and spin) ... 1.376 eV
F_max ... 0.0860 hartree/bohr
Charge ... +2
LUMO (spin up / spin down) ... -7.6 / -9.8 eV